[1]
Molecular formula: C41H39BeN3O7P2
Method: DFT, ωB97M-V with the def2-TZVPD basis set

Last column: Löwdin charge in e.
Geometry (Å):
Be1 1.649 -0.993 3.204  0.1894
C1 -3.373 0.699 3.599  -0.1174
C2 -3.216 0.541 2.277  -0.0943
C3 -3.434 1.500 1.139  -0.1753
C4 -2.296 2.503 0.718  -0.1877
C5 -1.594 3.176 1.855  -0.1280
C6 -2.006 3.257 3.124  -0.1199
C7 -3.432 3.245 3.621  -0.1875
C8 -3.860 1.917 4.298  -0.2008
C9 1.586 -0.480 1.624  -0.1338
H1 -3.263 -0.177 4.256  0.0807
H2 -2.990 -0.461 1.939  0.0543
H3 -4.345 2.099 1.292  0.1034
H4 -3.546 0.847 0.249  0.1067
H5 -1.545 1.997 0.089  0.1007
H6 -2.755 3.239 0.040  0.1076
H7 -0.618 3.606 1.542  0.1053
H8 -1.263 3.367 3.946  0.1121
H9 -4.139 3.496 2.821  0.1014
H10 -3.535 4.016 4.396  0.1085
H11 -3.531 1.893 5.349  0.0806
H12 -4.964 1.914 4.318  0.1191
H13 2.526 0.028 1.386  0.0054
H14 0.682 0.061 1.320  0.0042
H15 1.653 -1.456 1.116  0.0055
P1 0.203 -2.209 -2.851  1.0117
P2 2.173 0.379 -3.371  1.0189
C10 -0.429 -0.590 -3.339  -0.3522
C11 0.422 0.365 -3.795  -0.3808
C12 -0.331 -3.155 -4.371  -0.3829
C13 -1.272 -2.673 -5.297  -0.0999
C14 -1.587 -3.416 -6.441  -0.0873
C15 -0.950 -4.635 -6.690  -0.0898
C16 0.019 -5.108 -5.787  -0.0883
C17 0.329 -4.368 -4.645  -0.1129
C18 -1.126 -2.586 -1.641  -0.3886
C19 -0.903 -1.974 -0.397  -0.1151
C20 -1.771 -2.227 0.661  -0.0938
C21 -2.957 -2.938 0.421  -0.0868
C22 -3.186 -3.527 -0.827  -0.0860
C23 -2.255 -3.381 -1.860  -0.0824
C24 2.701 0.801 -5.153  -0.3482
C25 2.334 -0.078 -6.194  -0.1082
C26 2.634 0.226 -7.526  -0.0911
C27 3.320 1.406 -7.846  -0.0977
C28 3.726 2.263 -6.816  -0.0896
C29 3.434 1.951 -5.481  -0.0933
C30 2.243 2.060 -2.636  -0.4066
C31 3.429 2.372 -1.945  -0.1245
C32 3.591 3.639 -1.391  -0.0890
C33 2.573 4.595 -1.506  -0.0876
C34 1.387 4.273 -2.170  -0.0835
C35 1.212 3.004 -2.726  -0.0886
H16 -1.521 -0.455 -3.317  0.0838
H17 0.087 1.150 -4.487  0.0836
H18 -1.765 -1.713 -5.140  0.0929
H19 -2.333 -3.036 -7.146  0.1039
H20 -1.190 -5.215 -7.582  0.1001
H21 0.534 -6.050 -5.983  0.1013
H22 1.093 -4.727 -3.949  0.0985
H23 -0.046 -1.312 -0.259  0.0640
H24 -1.528 -1.865 1.661  0.0964
H25 -3.697 -3.040 1.211  0.1028
H26 -4.087 -4.110 -1.007  0.1011
H27 -2.400 -3.868 -2.826  0.1008
H28 1.793 -1.000 -5.964  0.0965
H29 2.335 -0.458 -8.322  0.1012
H30 3.547 1.645 -8.885  0.0985
H31 4.273 3.176 -7.055  0.1009
H32 3.768 2.632 -4.695  0.0953
H33 4.216 1.618 -1.872  0.1000
H34 4.518 3.871 -0.873  0.1006
H35 2.712 5.585 -1.074  0.1004
H36 0.592 5.014 -2.260  0.1030
H37 0.277 2.777 -3.235  0.0892
O1 1.080 0.338 10.205  0.0666
N1 1.901 -0.419 9.643  -0.3168
O2 2.973 -0.764 10.165  0.0861
C36 1.502 -0.880 8.331  -0.1209
C37 0.226 -0.502 7.909  0.1060
C38 -0.051 -0.484 6.563  -0.0442
C39 0.868 -0.888 5.576  -0.1609
O3 0.557 -0.801 4.293  0.0122
C40 2.141 -1.356 6.037  -0.0391
C41 2.432 -1.381 7.415  0.1229
N2 3.187 -1.718 5.126  -0.1722
O4 4.227 -2.210 5.531  0.1635
O5 2.979 -1.587 3.822  0.0508
N3 -1.440 -0.168 6.146  -0.2823
O6 -1.785 1.012 6.173  0.1070
O7 -2.172 -1.154 5.886  0.0938
H38 -0.568 -0.218 8.603  0.1556
H39 3.408 -1.737 7.734  0.1412

## Properties
Net charge: 0
HOMO-LUMO gap in eV: 4.90
HOMO energy in eV: -7.8


[2]
Molecular formula: C41H39F6NOP3SeTa
Method: DFT, ωB97M-V with the def2-TZVPD basis set

Last column: Löwdin charge in e.
Geometry (Å):
Ta1 -16.721 -6.687 -2.004  1.2087
C1 -20.672 -7.490 -2.182  -0.2737
C2 -20.243 -7.834 -0.740  -0.3168
P1 -18.462 -8.151 -0.381  0.9448
C3 -18.356 -7.689 1.361  -0.3780
C4 -19.485 -7.667 2.200  -0.0886
C5 -19.361 -7.376 3.533  -0.0707
C6 -18.109 -7.143 4.100  -0.0570
C7 -16.981 -7.155 3.292  -0.0469
C8 -17.085 -7.413 1.911  -0.1076
C9 -18.218 -9.978 -0.332  -0.3791
C10 -17.320 -10.501 0.615  -0.0888
C11 -17.076 -11.861 0.714  -0.0572
C12 -17.625 -12.720 -0.229  -0.0669
C13 -18.485 -12.244 -1.202  -0.0755
C14 -18.779 -10.887 -1.267  -0.1499
C15 -20.411 -6.027 -2.589  -0.3280
P2 -18.883 -5.830 -3.560  0.9896
C16 -19.460 -6.502 -5.170  -0.3693
C17 -20.605 -6.058 -5.799  -0.0931
C18 -20.993 -6.614 -7.002  -0.0633
C19 -20.240 -7.612 -7.620  -0.0588
C20 -19.059 -8.007 -7.027  -0.0422
C21 -18.680 -7.434 -5.801  -0.1355
C22 -18.693 -4.039 -3.909  -0.3629
C23 -18.305 -3.575 -5.155  -0.0847
C24 -18.140 -2.192 -5.334  -0.0710
C25 -18.279 -1.296 -4.302  -0.0621
C26 -18.540 -1.817 -3.022  -0.0615
C27 -18.848 -3.151 -2.839  -0.1100
H1 -21.740 -7.686 -2.221  0.1147
H2 -20.261 -8.220 -2.885  0.0839
H3 -20.745 -8.751 -0.467  0.0898
H4 -20.520 -7.005 -0.079  0.0778
H5 -20.498 -7.935 1.857  0.1139
H6 -20.255 -7.328 4.159  0.1171
H7 -18.051 -6.902 5.124  0.0980
H8 -16.060 -6.941 3.804  0.1091
H9 -16.253 -7.393 1.249  0.0656
H10 -16.893 -9.845 1.358  0.0845
H11 -16.384 -12.265 1.452  0.1172
H12 -17.334 -13.761 -0.253  0.1109
H13 -18.851 -12.928 -1.917  0.0989
H14 -19.455 -10.599 -2.096  0.1009
H15 -20.381 -5.435 -1.672  0.0705
H16 -21.196 -5.553 -3.208  0.0919
H17 -21.236 -5.288 -5.368  0.1122
H18 -21.941 -6.274 -7.446  0.1193
H19 -20.615 -8.094 -8.493  0.1040
H20 -18.433 -8.753 -7.468  0.1056
H21 -17.770 -7.698 -5.324  -0.0137
H22 -18.089 -4.232 -6.008  0.1122
H23 -17.829 -1.816 -6.312  0.1163
H24 -18.069 -0.267 -4.417  0.0990
H25 -18.634 -1.078 -2.214  0.1173
H26 -19.130 -3.528 -1.861  0.0822
C28 -12.478 -3.098 -3.582  -0.0795
C29 -12.160 -4.417 -3.384  -0.0723
C30 -13.142 -5.379 -3.299  -0.0254
C31 -14.461 -5.017 -3.395  -0.2912
C32 -14.859 -3.710 -3.544  -0.0204
C33 -13.832 -2.736 -3.549  -0.0507
N1 -15.438 -6.109 -3.431  -0.1624
C34 -15.156 -6.876 -4.626  -0.3528
C35 -15.484 -6.434 -5.938  -0.0185
C36 -15.258 -7.273 -7.010  -0.0753
C37 -14.606 -8.486 -6.819  -0.0802
C38 -14.225 -8.904 -5.556  -0.0558
C39 -14.518 -8.091 -4.471  -0.1549
H27 -11.777 -2.297 -3.814  0.1109
H28 -11.114 -4.682 -3.227  0.1155
H29 -12.952 -6.450 -3.186  0.1108
H30 -15.888 -3.377 -3.533  0.0888
H31 -14.106 -1.707 -3.618  0.0936
H32 -16.010 -5.523 -6.054  0.0936
H33 -15.463 -6.998 -8.069  0.1271
H34 -14.479 -9.133 -7.653  0.0977
H35 -13.777 -9.882 -5.430  0.1155
H36 -14.315 -8.455 -3.480  0.0548
Se1 -17.100 -8.850 -3.129  0.5126
F1 -12.363 -7.847 -1.081  -0.0679
P3 -13.151 -8.831 -0.170  0.3138
F2 -12.891 -7.804 1.010  -0.0833
F3 -15.332 -6.967 -0.697  -0.4311
F4 -13.946 -9.282 -1.448  -0.1067
F5 -12.137 -9.918 0.076  0.0222
F6 -14.378 -9.375 0.685  -0.1012
C40 -17.971 -4.448 0.495  -0.0271
C41 -17.293 -5.175 -0.591  -0.4392
O1 -16.595 -4.596 -1.419  -0.0824
H37 -17.590 -4.819 1.440  0.0823
H38 -19.045 -4.650 0.435  0.0892
H39 -17.778 -3.362 0.455  0.1063

## Properties
Net charge: +1
HOMO-LUMO gap (spin up / spin down) in eV: 7.37 / 6.16
Spin multiplicity: 2
HOMO energy (spin up / spin down) in eV: -10.6 / -10.7